1:
This record from the Open Molecules 2025 dataset describes one molecule with the formula C3H5FO. The level of theory is ωB97M-V/def2-TZVPD.

XYZ file:
```
10
Properties=species:S:1:pos:R:3:lowdin_charge:R:1
C 0.717 0.179 -0.045 -0.1007
C -0.729 -1.969 -0.140 -0.1749
C 0.242 1.678 0.087 -0.0437
O -0.295 -0.725 0.209 -0.0674
F -1.733 -2.191 0.711 0.0210
H 1.570 0.033 -0.658 0.0818
H -0.014 -2.815 -0.366 0.1289
H -0.803 1.469 0.339 0.0821
H 0.223 2.091 -0.857 0.0353
H 0.821 2.250 0.719 0.0376
```

## Properties
- LUMO (spin up / spin down): 0.78 / 0.65 eV
- 2S+1: 1



2:
This record from the Open Molecules 2025 dataset describes C3H5FO as an isolated structure. The level of theory is ωB97M-V/def2-TZVPD.

XYZ file:
```
10
Properties=species:S:1:pos:R:3:lowdin_charge:R:1
C 0.713 0.520 -0.303 -0.1586
C 0.159 -0.382 0.776 -0.0081
C -0.289 -0.248 -1.091 -0.4336
O -1.517 0.199 -1.392 0.0837
F 0.087 -1.368 -1.760 0.0609
H 0.480 1.573 -0.209 0.1087
H 1.746 0.351 -0.579 0.1092
H 0.659 -1.299 1.009 0.0551
H -0.668 -0.045 1.364 0.0555
H -2.175 -0.511 -1.352 0.1272
```

## Properties
- LUMO: 0.85 eV
- 2S+1: 1



Energies relative to the most stable structure are 1 2.284; 2 0.000, reported in eV.



1:
This record from the Open Molecules 2025 dataset describes an isolated ion of composition C9H14N and charge +1. The level of theory is ωB97M-V/def2-TZVPD.

XYZ file:
```
24
Properties=species:S:1:pos:R:3:lowdin_charge:R:1
C 2.789 1.011 -1.974 0.1404
N 1.804 0.566 -1.395 0.1196
C 0.771 0.215 -0.807 -0.1435
C -0.415 -0.023 -1.649 -0.0839
C -1.557 -0.537 -0.856 -0.1264
C -1.603 0.136 0.601 -0.2819
C -2.813 -0.311 1.474 -0.0385
C -0.270 -0.123 1.235 -0.0005
C 0.862 0.022 0.666 -0.2570
C 2.186 -0.223 1.262 -0.0448
H 3.090 2.037 -2.292 0.1380
H 3.583 0.210 -2.122 0.1450
H -0.771 0.957 -1.901 0.1395
H -0.255 -0.738 -2.554 0.1875
H -2.459 -0.374 -1.385 0.1214
H -1.516 -1.511 -0.668 0.0812
H -1.546 1.176 0.528 0.1240
H -2.720 -1.333 1.753 0.0651
H -3.810 -0.291 1.088 0.0690
H -2.773 0.321 2.454 0.1220
H -0.259 -0.205 2.357 0.1637
H 2.610 -1.237 0.777 0.1419
H 2.211 -0.410 2.399 0.1197
H 2.863 0.663 1.009 0.0989
```

## Properties
- LUMO: -4.33 eV
- Structure (SMILES): C=[N+]=C1CC[C@@H](C)C=C1C
- Net charge: +1
- 2S+1: 1



2:
This record from the Open Molecules 2025 dataset describes an isolated ion of composition C9H14N and charge +1. The level of theory is ωB97M-V/def2-TZVPD.

XYZ file:
```
24
Properties=species:S:1:pos:R:3:lowdin_charge:R:1
C 2.121 2.357 0.159 0.2399
C -1.103 -1.465 -0.258 0.0103
C 1.129 -0.734 1.390 -0.0276
C -0.121 -0.706 0.578 0.0093
C -1.179 0.068 -0.001 -0.4775
C 1.962 -0.074 0.279 -0.2760
C -1.019 0.971 -1.214 -0.0045
C -2.366 0.392 0.916 0.0080
C 2.552 -0.874 -0.850 0.0289
N 2.017 1.198 0.378 0.0595
H 2.779 3.232 0.149 0.1160
H -0.942 -1.743 -1.308 0.1227
H -1.811 -2.251 0.099 0.1396
H 1.129 -0.115 2.263 0.1269
H 1.458 -1.676 1.689 0.1104
H -0.129 1.536 -0.985 0.0376
H -1.786 1.767 -1.311 0.1074
H -0.736 0.429 -2.167 0.1189
H -2.119 1.291 1.510 0.1019
H -2.658 -0.491 1.475 0.0873
H -3.059 0.599 0.052 0.1135
H 3.355 -1.378 -0.508 0.0522
H 2.767 -0.183 -1.629 0.0873
H 1.780 -1.593 -1.213 0.1078
```

## Properties
- LUMO (spin up / spin down): -5.57 / -5.16 eV
- Net charge: +1
- 2S+1: 1



Energies relative to the most stable structure are 1 0.000; 2 3.532, reported in eV.